Entry 1:
Computed, not measured: the molecule C4H7NO, with ωB97M-V/def2-TZVPD.

The geometry in ORCA input format:
```
! RIJCOSX wB97M-V def2-TZVPD def2/J DEFGRID3
* xyz 0 1
C 1.28 0.03 1.00
C 0.26 -0.82 0.21
C 0.05 -0.21 -1.20
C -0.95 0.71 -0.47
H 0.89 1.08 1.11
H 0.34 -1.95 0.38
H -0.45 -0.97 -1.87
H 0.92 0.17 -1.77
H -0.61 1.64 -0.05
H -1.87 0.95 -1.00
H -1.06 0.08 1.51
N -1.09 -0.29 0.60
O 2.29 -0.43 1.55
*
```

Its SMILES is O=C[C@@H]1CCN1. The total energy is -286.53725 hartree. As for the orbital gap: 10.05 eV. The energy above the lowest of the compared OMol25 structures with the same formula, charge and spin comes out at 59.23 kcal/mol. The value obtained for the HOMO energy is -9.306 eV.

=====

Entry 2:
Computed, not measured: a structure of composition C63H58AsClFeN3O3Si, with ωB97M-V/def2-TZVPD.

The geometry in ORCA input format:
```
! RIJCOSX wB97M-V def2-TZVPD def2/J DEFGRID3
* xyz 0 6
Fe -0.18 0.25 -0.06
C 0.06 4.25 3.08
C 0.17 3.74 4.49
C 0.82 4.49 5.47
C 0.91 4.05 6.78
C 0.35 2.83 7.14
C -0.27 2.06 6.18
C -0.36 2.50 4.87
N -1.00 1.68 3.90
C -0.36 1.08 2.85
N 0.99 1.05 2.97
C 1.99 0.58 2.09
C 1.71 0.11 0.81
C 2.81 -0.35 0.07
C 4.10 -0.31 0.56
C 4.34 0.21 1.82
C 3.30 0.66 2.61
C 3.57 1.21 3.99
N -1.01 0.54 1.86
C -2.44 0.58 1.94
C -3.12 1.58 1.25
C -4.51 1.60 1.26
C -5.21 0.63 1.95
C -4.52 -0.36 2.64
C -3.13 -0.40 2.66
C -2.41 -1.45 3.45
H 0.14 5.33 3.06
H -0.89 3.97 2.63
H 0.85 3.85 2.44
H 1.24 5.45 5.19
H 1.41 4.66 7.52
H 0.41 2.49 8.17
H -0.69 1.09 6.43
H -2.01 1.61 3.90
H 1.32 1.44 3.84
H 2.64 -0.73 -0.93
H 4.93 -0.67 -0.05
H 5.36 0.26 2.21
H 4.63 1.17 4.21
H 3.05 0.64 4.77
H 3.25 2.25 4.08
H -2.55 2.32 0.70
H -5.03 2.38 0.71
H -6.29 0.63 1.95
H -5.07 -1.12 3.18
H -2.93 -2.41 3.39
H -2.35 -1.18 4.51
H -1.38 -1.59 3.09
Cl -4.36 -1.76 -5.70
C -3.59 -1.42 -4.18
C -4.38 -1.22 -3.04
C -3.82 -0.96 -1.82
C -2.41 -0.86 -1.68
O -1.90 -0.62 -0.52
C -1.62 -1.07 -2.85
C -0.19 -1.00 -2.81
O 0.51 -0.71 -1.84
C -2.23 -1.35 -4.09
H -5.46 -1.29 -3.13
H -4.42 -0.80 -0.93
H 0.33 -1.23 -3.75
H -1.61 -1.50 -4.96
C 2.21 -5.60 -2.49
C 0.96 -5.03 -2.70
C 0.38 -4.23 -1.73
C 1.04 -4.00 -0.52
C 2.29 -4.57 -0.31
C 2.87 -5.36 -1.29
As 0.17 -2.80 0.75
C -1.27 -3.96 1.33
C -2.48 -4.18 0.68
C -3.44 -4.98 1.28
C -3.20 -5.55 2.52
C -1.99 -5.32 3.18
C -1.02 -4.52 2.58
C 0.28 -4.15 3.18
C 0.76 -4.56 4.42
C 2.00 -4.12 4.86
C 2.76 -3.26 4.08
C 2.29 -2.84 2.84
C 1.06 -3.30 2.39
H 2.66 -6.22 -3.25
H 0.43 -5.22 -3.63
H -0.59 -3.79 -1.91
H 2.81 -4.40 0.62
H 3.85 -5.80 -1.12
H -2.69 -3.70 -0.27
H -4.39 -5.16 0.79
H -3.95 -6.18 2.99
H -1.82 -5.77 4.15
H 0.17 -5.22 5.05
H 2.37 -4.44 5.83
H 3.72 -2.92 4.43
H 2.88 -2.16 2.23
C -0.95 2.46 -3.93
C 0.17 3.25 -3.26
C 1.49 2.48 -3.43
C 0.30 4.62 -3.94
Si -0.11 3.44 -1.40
O -0.21 1.98 -0.71
C 1.37 4.35 -0.66
C 1.59 5.72 -0.83
C 2.71 6.34 -0.30
C 3.65 5.60 0.40
C 3.47 4.23 0.56
C 2.34 3.62 0.03
C -1.70 4.40 -1.01
C -2.93 3.97 -1.55
C -4.12 4.61 -1.24
C -4.12 5.69 -0.36
C -2.93 6.12 0.20
C -1.74 5.48 -0.13
H -0.65 2.16 -4.94
H -1.86 3.07 -4.04
H -1.22 1.55 -3.38
H 1.70 2.33 -4.50
H 1.45 1.50 -2.95
H 2.33 3.03 -3.00
H 0.42 4.48 -5.02
H 1.18 5.17 -3.58
H -0.58 5.24 -3.78
H 0.87 6.32 -1.37
H 2.85 7.40 -0.44
H 4.53 6.08 0.81
H 4.20 3.64 1.09
H 2.21 2.55 0.16
H -2.96 3.11 -2.20
H -5.05 4.26 -1.67
H -5.05 6.19 -0.12
H -2.92 6.95 0.89
H -0.82 5.82 0.33
*
```

The total energy is -7074.85786 hartree. As for the orbital gap (alpha / beta): 7.64 / 7.51 eV. The energy above the lowest of the compared OMol25 structures with the same formula, charge and spin comes out at 0.00 kcal/mol. The value obtained for the HOMO energy (alpha / beta) is -7.787 / -7.844 eV.

=====

Entry 3:
Computed, not measured: a cluster of 2 separate species, C4H12NO3 in total, with ωB97M-V/def2-TZVPD.

The geometry in ORCA input format:
```
! RIJCOSX wB97M-V def2-TZVPD def2/J DEFGRID3
* xyz 1 1
C -2.44 -0.76 0.22
C 2.17 -1.10 -0.56
C -1.36 0.35 0.00
C 0.07 -0.16 0.25
N 0.84 -0.53 -0.68
O -1.55 0.86 -1.28
O 1.65 1.82 0.44
O 0.42 -0.43 1.45
H -3.40 -0.27 0.16
H -2.47 -1.11 1.33
H -2.15 -1.56 -0.50
H 2.33 -2.00 -1.21
H 3.04 -0.30 -0.81
H 2.36 -1.43 0.46
H -1.43 1.21 0.71
H 0.53 -0.40 -1.62
H 2.48 2.00 0.00
H -2.23 1.60 -1.58
H 1.24 2.40 1.08
H -0.10 -0.18 2.13
*
```

The total energy is -439.79608 hartree. As for the orbital gap: 11.78 eV. The energy above the lowest of the compared OMol25 structures with the same formula, charge and spin comes out at 49.24 kcal/mol. The value obtained for the HOMO energy is -14.772 eV.